This record from the OMol25 dataset describes C17H16N4O2 in the gas phase at a distorted geometry. The level of theory is ωB97M-V/def2-TZVPD.

Geometry as ORCA input:
```
! RIJCOSX wB97M-V def2-TZVPD def2/J DEFGRID3
* xyz 0 1
O -3.725 -2.803 3.074
O 2.408 0.228 0.894
N -2.036 0.374 -3.766
N 3.892 1.417 -0.360
N -2.770 -0.234 -2.780
N 2.173 2.384 -3.274
C -3.238 -2.216 -0.572
C 5.080 2.370 1.727
C -2.352 -1.143 -0.515
C -2.363 -1.303 1.900
C 0.565 0.032 -1.209
C 2.700 0.764 -0.182
C -1.945 -0.683 0.717
C 1.914 1.682 -2.372
C -5.028 -2.260 3.397
C -0.618 -0.008 -2.149
C 5.842 2.723 0.452
C 1.709 0.801 -1.276
C -1.932 -0.476 -1.782
C -0.724 0.504 -3.440
C -3.256 -2.327 1.862
C 5.020 1.439 0.531
C -3.756 -2.763 0.652
H 0.485 -0.574 -0.308
H 0.057 0.886 -4.091
H -4.458 -3.594 0.634
H 4.178 2.926 1.954
H -4.993 -1.180 3.476
H 5.472 3.628 -0.030
H -2.051 -0.904 2.843
H 6.910 2.617 0.526
H -1.336 0.203 0.828
H -5.358 -2.636 4.362
H 4.008 1.825 -1.273
H -2.434 0.783 -4.624
H -3.563 -2.555 -1.554
H 5.721 2.052 2.573
H 5.580 0.497 0.542
H -5.779 -2.475 2.612
*
```

## Properties
Maximum force in Eh/bohr: 0.056
LUMO energy in eV: -0.39
E in Ha: -1026.8415
E_HOMO in eV: -8.90
SMILES: COc1ccc(-c2n[nH]cc2/C=C(\C#N)C(=O)NC2CC2)cc1
Gap between HOMO and LUMO in eV: 8.515

From a Löwdin analysis of the wavefunction, the atomic charges in e read: O -0.11; O 0.05; N -0.01; N 0.10; N 0.10; N 0.16; C 0.00; C -0.09; C -0.18; C 0.01; C 0.09; C -0.43; C -0.02; C -0.20; C -0.06; C -0.12; C -0.10; C -0.15; C -0.20; C -0.03; C -0.33; C -0.28; C 0.02; H 0.11; H 0.12; H 0.12; H 0.10; H 0.08; H 0.10; H 0.12; H 0.09; H 0.12; H 0.09; H 0.12; H 0.17; H 0.11; H 0.11; H 0.15; H 0.09



This record from the OMol25 dataset describes 5 unconnected molecules or ions with the total composition C6H23NO5 at a distorted geometry. The level of theory is ωB97M-V/def2-TZVPD.

Geometry as ORCA input:
```
! RIJCOSX wB97M-V def2-TZVPD def2/J DEFGRID3
* xyz 0 1
O 0.293 -2.821 0.279
O -2.333 -1.611 -2.292
O 0.655 -1.705 2.675
O 2.276 2.894 -0.501
O -1.043 0.753 2.942
N 0.166 0.078 -0.296
C -1.001 0.408 0.516
C -0.469 1.291 1.765
C -0.794 2.721 1.417
C 0.957 -1.674 -2.546
C 1.308 -0.179 -2.438
C 0.161 0.489 -1.673
H 1.804 3.569 -1.015
H 0.653 1.274 2.040
H 0.786 -2.746 1.141
H -1.536 -0.484 0.947
H -0.486 2.924 0.366
H 0.217 -1.882 -3.299
H 1.552 0.140 -3.442
H 0.462 -0.880 -0.073
H 1.876 -2.241 -2.795
H -0.039 3.486 1.729
H 0.044 -2.099 3.308
H -0.618 -2.870 0.600
H 2.121 -0.220 -1.721
H -1.736 3.051 1.881
H -1.640 -2.016 -1.762
H 0.516 -0.755 2.803
H -1.756 0.949 -0.060
H -0.770 0.234 -2.179
H 0.171 1.562 -1.937
H -1.933 0.402 2.782
H 1.489 2.304 -0.443
H -2.624 -0.814 -1.835
H 0.711 -2.270 -1.707
*
```

## Properties
Maximum force in Eh/bohr: 0.061
LUMO energy in eV: 0.23
E in Ha: -673.2725
E_HOMO in eV: -8.59
SMILES: CCCNC[C@@H](C)O.O.O.O.O
Gap between HOMO and LUMO in eV: 8.820

From a Löwdin analysis of the wavefunction, the atomic charges in e read: O -0.09; O -0.05; O -0.04; O -0.07; O -0.08; N -0.05; C -0.16; C -0.41; C -0.07; C -0.13; C -0.19; C -0.29; H 0.04; H 0.17; H 0.05; H 0.11; H 0.07; H 0.07; H 0.11; H 0.08; H 0.08; H 0.08; H 0.07; H 0.05; H 0.11; H 0.09; H 0.01; H 0.03; H 0.11; H 0.09; H 0.11; H 0.09; H 0.00; H 0.03; H 0.02



This record from the OMol25 dataset describes 2 unconnected molecules or ions with the total composition C7H7N2O2 at a distorted geometry. The level of theory is ωB97M-V/def2-TZVPD.

Geometry as ORCA input:
```
! RIJCOSX wB97M-V def2-TZVPD def2/J DEFGRID3
* xyz 1 1
O -3.087 0.869 -0.613
O -2.821 0.577 1.517
N -2.657 0.289 0.372
N -2.426 -1.852 -0.664
C 2.345 -0.289 0.828
C 1.031 -0.871 0.617
C 0.284 0.046 0.038
C 2.701 0.875 0.326
C 1.803 1.749 -0.340
C -1.880 -0.810 -0.139
C 0.493 1.203 -0.568
H 3.755 1.225 0.516
H -0.201 1.784 -1.131
H -1.865 -2.532 -1.386
H -3.436 -1.971 -0.447
H 2.159 2.643 -0.746
H 3.102 -0.994 1.087
H 0.701 -1.940 0.734
*
```

## Properties
Maximum force in Eh/bohr: 0.093
LUMO energy in eV: -5.10
E in Ha: -530.3976
E_HOMO in eV: -13.97
Gap between HOMO and LUMO in eV: 8.868

From a Löwdin analysis of the wavefunction, the atomic charges in e read: O 0.12; O 0.17; N -0.43; N 0.20; C -0.06; C -0.01; C 0.00; C -0.08; C 0.03; C 0.01; C -0.02; H 0.15; H 0.13; H 0.24; H 0.17; H 0.10; H 0.12; H 0.15



This record from the OMol25 dataset describes a molecular structure, C34H39GeN5OsSSeTe at a distorted geometry. The level of theory is ωB97M-V/def2-TZVPD.

Geometry as ORCA input:
```
! RIJCOSX wB97M-V def2-TZVPD def2/J DEFGRID3
* xyz 0 5
Os 0.690 1.575 0.489
Te 0.786 -1.134 2.557
Se -0.693 -1.423 -0.223
Ge -1.402 -4.597 -0.678
S -2.110 -1.908 4.084
N -0.465 2.388 -0.643
N 0.097 2.523 2.192
N 1.917 0.649 -0.852
N 2.308 1.991 2.794
N 2.258 1.446 1.570
C 2.951 0.734 -3.082
C -0.313 -3.706 3.925
C -2.069 5.355 -3.060
C 0.460 0.464 -4.256
C 2.829 0.695 -4.461
C 1.825 0.602 -2.256
C 5.062 -1.160 0.032
C -2.628 -4.689 0.863
C -1.399 -4.298 4.614
C -1.407 -2.774 -1.461
C -0.133 4.382 -1.978
C -0.706 5.345 -2.784
C -0.325 3.493 4.768
C -1.370 3.466 3.823
C -2.365 3.398 -1.679
C 3.299 0.669 1.098
C 3.965 -0.771 -0.716
C 4.415 0.284 1.836
C 0.573 0.510 -2.878
C -2.444 -3.440 4.777
C -2.883 4.382 -2.496
C 5.302 -0.623 1.295
C -3.272 2.380 -1.036
C 1.129 2.524 3.119
C 3.069 0.181 -0.217
C -1.109 2.999 2.565
C -0.541 -2.409 3.551
C -1.998 -5.838 -2.090
C -2.384 -1.005 0.633
C 1.343 4.397 -1.716
C -0.964 3.361 -1.407
C 0.437 -4.970 -0.092
C 1.589 0.536 -5.059
C 0.914 3.044 4.416
H 5.741 -1.899 -0.373
H 1.498 0.500 -6.137
H -1.398 -5.317 4.974
H -2.759 -5.729 1.164
H -2.489 6.115 -3.705
H 1.551 4.259 -0.653
H 6.164 -0.943 1.866
H -3.806 2.823 -0.191
H -2.217 -4.143 1.714
H 0.763 -4.207 0.617
H 1.840 3.584 -2.249
H -2.363 3.805 4.076
H -1.966 -6.865 -1.723
H -4.022 2.021 -1.741
H 4.547 0.685 2.832
H -0.311 0.493 -2.261
H -1.875 2.993 1.800
H -3.392 -3.619 5.259
H -0.516 3.863 5.767
H 3.919 0.915 -2.636
H 3.712 0.810 -5.077
H -2.394 -2.440 -1.781
H 1.749 3.038 5.102
H -3.081 -0.675 -0.136
H 1.786 5.336 -2.048
H 0.493 -5.943 0.397
H 3.777 -1.232 -1.675
H 0.617 -4.215 3.711
H -1.358 -5.770 -2.970
H -0.737 -2.748 -2.322
H 1.126 -4.968 -0.937
H -3.950 4.394 -2.689
H -2.771 -1.881 1.147
H -2.201 -0.206 1.347
H -3.609 -4.279 0.620
H -0.069 6.116 -3.201
H -0.520 0.383 -4.709
H -2.692 1.535 -0.669
H -3.022 -5.616 -2.391
*
```

## Properties
Maximum force in Eh/bohr: 0.033
Expectation value of S²: 6.078
LUMO energy (alpha / beta) in eV: -0.09 / -1.83
E in Ha: -6827.9060
E_HOMO (alpha / beta) in eV: -6.56 / -7.44
Gap between HOMO and LUMO (alpha / beta) in eV: 6.467 / 5.601

From a Löwdin analysis of the wavefunction, the atomic charges in e read: Os 1.37; Te 1.04; Se 0.73; Ge 0.77; S 0.92; N -0.14; N -0.10; N -0.12; N 0.05; N -0.30; C -0.05; C -0.26; C -0.08; C -0.08; C -0.09; C -0.29; C -0.08; C -0.20; C -0.20; C -0.56; C -0.20; C -0.06; C -0.07; C -0.07; C -0.21; C -0.29; C -0.03; C -0.03; C -0.07; C -0.42; C -0.07; C -0.09; C -0.05; C -0.39; C -0.26; C -0.14; C -1.01; C -0.22; C -0.41; C -0.05; C -0.29; C -0.21; C -0.10; C -0.01; H 0.10; H 0.10; H 0.10; H 0.02; H 0.10; H 0.06; H 0.10; H 0.08; H -0.01; H -0.01; H 0.07; H 0.10; H 0.01; H 0.08; H 0.11; H 0.04; H 0.10; H 0.06; H 0.11; H 0.11; H 0.10; H 0.02; H 0.11; H 0.02; H 0.08; H 0.02; H 0.11; H 0.10; H 0.02; H 0.01; H 0.02; H 0.11; H -0.01; H 0.00; H 0.02; H 0.11; H 0.10; H 0.03; H 0.02



This record from the OMol25 dataset describes a molecular structure, C27H43BrCuN2O2P2 at a distorted geometry. The level of theory is ωB97M-V/def2-TZVPD.

Geometry as ORCA input:
```
! RIJCOSX wB97M-V def2-TZVPD def2/J DEFGRID3
* xyz 2 2
Br 3.079 3.937 -2.044
Cu 0.355 1.850 0.383
P -0.641 -0.361 0.999
P -0.821 1.629 -1.677
O 0.252 2.461 2.411
O -1.316 4.077 2.112
N 1.588 -7.032 0.052
N 1.259 3.257 4.553
C -0.863 3.461 -1.778
C 3.052 -0.350 -0.357
C 4.257 1.320 -1.636
C 2.260 -6.374 0.981
C -2.175 0.304 1.813
C 0.193 -1.367 2.305
C -2.490 0.881 -1.872
C -0.732 -2.077 3.292
C 4.124 -0.021 -1.214
C 2.502 2.034 -0.034
C -0.488 3.465 2.783
C 1.569 -5.115 -1.365
C 2.140 -2.892 -0.247
C 1.288 -6.466 -1.106
C -1.405 -3.104 0.284
C -1.153 -1.681 -0.211
C -3.559 1.646 -2.650
C 0.129 0.865 -3.068
C 2.621 -1.734 -0.249
C 2.377 0.687 0.403
C -3.447 -0.519 1.707
C -0.577 0.771 -4.429
C 3.307 2.226 -1.157
C -0.947 4.102 -3.160
C -0.103 3.897 4.223
C 2.610 -5.033 0.804
C 2.130 -4.347 -0.323
H -2.139 -3.158 1.098
H 2.067 2.943 0.401
H 5.043 1.635 -2.333
H -0.476 -3.600 0.590
H -3.422 -1.404 2.355
H -2.050 -1.323 -0.735
H 1.902 0.417 1.380
H -0.963 1.739 -4.781
H 0.061 3.828 -1.290
H 0.852 -2.071 1.777
H 0.141 0.416 -5.180
H -4.288 0.098 2.045
H -1.464 -1.393 3.735
H -0.009 4.995 4.297
H -0.320 -1.701 -0.931
H -4.526 1.148 -2.484
H 3.145 -4.506 1.594
H 0.364 -0.157 -2.713
H -3.668 -0.837 0.681
H -0.912 5.192 -3.032
H 1.086 1.407 -3.143
H -0.835 3.500 4.935
H -1.394 0.034 -4.423
H 1.372 2.456 3.884
H 0.854 -0.674 2.847
H -1.885 3.866 -3.680
H -1.707 3.791 -1.149
H 1.297 -4.687 -2.326
H 0.748 -7.083 -1.824
H -1.817 -3.699 -0.542
H 1.933 4.015 4.358
H -1.264 -2.917 2.834
H -3.384 1.621 -3.736
H 4.826 -0.766 -1.580
H -2.355 -0.098 -2.366
H 2.478 -6.889 1.913
H -1.911 0.476 2.867
H -2.323 1.305 1.378
H -0.087 3.837 -3.791
H 1.316 2.958 5.577
H -0.135 -2.493 4.113
H -2.861 0.701 -0.847
H -3.670 2.683 -2.306
*
```

## Properties
Maximum force in Eh/bohr: 0.086
Expectation value of S²: 0.756
LUMO energy (alpha / beta) in eV: -5.46 / -7.89
E in Ha: -6211.1944
E_HOMO (alpha / beta) in eV: -13.63 / -13.64
Gap between HOMO and LUMO (alpha / beta) in eV: 8.173 / 5.744

From a Löwdin analysis of the wavefunction, the atomic charges in e read: Br 0.78; Cu 0.20; P 1.03; P 1.01; O -0.15; O 0.07; N 0.07; N 0.17; C -0.38; C -0.19; C -0.07; C -0.12; C -0.38; C -0.36; C -0.38; C -0.12; C 0.02; C -0.21; C -0.61; C -0.01; C 0.04; C -0.12; C -0.11; C -0.36; C -0.11; C -0.35; C 0.06; C -0.08; C -0.12; C -0.12; C -0.63; C -0.13; C -0.01; C -0.02; C -0.24; H 0.07; H 0.10; H 0.13; H 0.07; H 0.08; H 0.05; H 0.09; H 0.07; H 0.05; H 0.06; H 0.09; H 0.09; H 0.07; H 0.15; H 0.06; H 0.09; H 0.12; H 0.08; H 0.07; H 0.09; H 0.08; H 0.14; H 0.08; H 0.14; H 0.07; H 0.08; H 0.10; H 0.11; H 0.12; H 0.10; H 0.17; H 0.06; H 0.08; H 0.14; H 0.08; H 0.12; H 0.08; H 0.06; H 0.07; H 0.20; H 0.09; H 0.05; H 0.08



> The highest E belongs to which entry?

C7H7N2O2



> Number 4 is which compound?

C34H39GeN5OsSSeTe